No. 1
The following is a DFT calculation (ωB97M-V with the def2-TZVPD basis set) of a cluster of 2 separate species, C5H9N2 in total at a distorted geometry.

For the HOMO energy, the calculation gives -14.4994 eV. As for the energy above the lowest of the compared OMol25 structures with the same formula, charge and spin: 137.9 kcal/mol. The calculation puts the LUMO energy at -0.1541 hartree. The HOMO-LUMO gap is 10.305 eV. Its charge is +1. The total energy comes out at -305.0104 hartree.

The geometry in XYZ format:
```
16
Properties=species:S:1:pos:R:3:forces:R:3:lowdin_charge:R:1
C -2.378 0.090 0.257 1.7 1.2 0.5 0.207
C 2.225 0.004 0.008 0.2 0.5 0.0 -0.024
C 1.577 -1.371 0.124 -0.1 -0.5 0.0 -0.033
C 0.781 -0.162 0.066 -2.2 0.3 0.1 -0.238
C -0.470 1.833 -0.016 0.1 0.6 0.0 -0.098
N -0.379 0.392 0.088 0.2 -0.8 -0.1 -0.005
N -2.689 -1.062 -0.122 0.0 -1.7 -0.6 0.118
H 2.717 0.427 0.873 0.0 -0.1 0.1 0.128
H 2.676 0.297 -0.930 0.0 -0.1 -0.1 0.126
H 1.596 -2.022 -0.740 0.0 0.0 -0.1 0.120
H 1.644 -1.904 1.062 0.0 0.1 0.1 0.122
H -1.085 2.081 -0.880 0.0 0.1 0.0 0.091
H -0.973 2.218 0.871 0.0 0.0 0.0 0.090
H 0.511 2.295 -0.116 0.0 -0.1 0.0 0.097
H -3.684 -1.301 -0.114 0.1 0.2 0.0 0.149
H -2.070 -1.814 -0.431 0.0 0.2 0.1 0.149
```
Forces are in eV/Å.

=====

No. 2
The following is a DFT calculation (ωB97M-V with the def2-TZVPD basis set) of the ion C3H10NO with charge +1 at a distorted geometry.

Its SMILES is C[C@H]([NH3+])CO. For the HOMO energy, the calculation gives -15.3847 eV. As for the energy above the lowest of the compared OMol25 structures with the same formula, charge and spin: 19.0 kcal/mol. The calculation puts the LUMO energy at -0.1312 hartree. The HOMO-LUMO gap is 11.816 eV. Its charge is +1. The total energy comes out at -250.0235 hartree.

The geometry in XYZ format:
```
15
Properties=species:S:1:pos:R:3:forces:R:3:lowdin_charge:R:1
C 0.756 1.113 1.356 -0.4 1.0 1.6 -0.052
C -0.089 0.102 0.546 1.2 0.8 0.7 -0.264
N 0.967 -1.030 0.292 -2.8 -1.4 2.7 0.226
C -0.813 0.539 -0.740 2.8 -0.9 -0.3 -0.179
O -1.102 -0.648 -1.491 -0.4 0.1 1.8 -0.040
H 0.287 2.071 1.680 -0.4 -0.9 -0.6 0.109
H 1.036 0.662 2.333 -0.4 0.0 -0.5 0.094
H 1.714 1.478 0.997 0.1 -0.4 -1.0 0.084
H -0.895 -0.238 1.195 0.5 -0.9 0.2 0.153
H 1.760 -0.739 -0.197 1.4 0.8 -1.6 0.135
H 0.461 -1.805 -0.163 0.5 0.2 -0.2 0.167
H 1.370 -1.385 1.213 -1.0 0.5 -1.2 0.202
H -1.629 1.176 -0.410 -0.3 0.0 -0.5 0.141
H -0.043 1.027 -1.345 -0.5 0.9 0.1 0.135
H -1.146 -0.381 -2.394 -0.3 0.0 -1.1 0.089
```
Forces are in eV/Å.

=====

No. 3
The following is a DFT calculation (ωB97M-V with the def2-TZVPD basis set) of a cluster of 2 separate species, C4H12O2 in total at a distorted geometry.

Its SMILES is CCO.CCO. For the HOMO energy, the calculation gives -9.8943 eV. As for the energy above the lowest of the compared OMol25 structures with the same formula, charge and spin: 27.8 kcal/mol. The calculation puts the LUMO energy at 0.0322 hartree. The HOMO-LUMO gap is 10.771 eV. The total energy comes out at -310.0287 hartree.

The geometry in XYZ format:
```
18
Properties=species:S:1:pos:R:3:forces:R:3:lowdin_charge:R:1
C -0.285 -1.812 -1.480 -0.9 -0.8 1.4 -0.101
C -0.810 -1.161 -2.713 1.7 -0.8 -1.6 -0.386
O -1.674 -0.105 -2.496 -1.6 1.0 0.2 -0.068
H -1.179 -2.112 -0.908 0.5 -0.2 0.3 0.079
H 0.329 -1.146 -0.851 -0.2 -0.2 -0.4 0.059
H 0.303 -2.715 -1.714 -0.2 0.4 0.0 0.084
H 0.135 -0.814 -3.174 -0.7 0.3 -0.6 0.114
H -1.275 -1.888 -3.406 0.3 0.1 0.4 0.120
H -2.568 -0.293 -2.850 1.0 0.1 0.4 0.103
C 0.585 2.153 2.580 1.6 0.9 0.2 -0.091
C 1.196 0.813 2.135 -1.5 0.0 3.4 -0.390
O 0.944 0.546 0.841 -1.1 -1.0 -2.9 -0.077
H 0.508 2.174 3.680 0.0 0.1 -0.4 0.071
H -0.399 2.414 2.153 0.4 -0.5 0.0 0.078
H 1.318 2.915 2.264 -0.6 0.3 0.2 0.069
H 2.265 0.645 2.369 -0.5 0.6 -0.1 0.125
H 0.601 0.128 2.768 0.7 -0.5 0.0 0.106
H 0.007 0.259 0.802 0.9 0.4 -0.4 0.102
```
Forces are in eV/Å.

=====

No. 4
The following is a DFT calculation (ωB97M-V with the def2-TZVPD basis set) of a cluster of 2 separate species, C7H18NOP in total.

Its SMILES is CCNP(C)O.C=C(C)C. For the HOMO energy, the calculation gives -8.5886 eV. As for the energy above the lowest of the compared OMol25 structures with the same formula, charge and spin: 0.0 kcal/mol. The calculation puts the LUMO energy at 0.0352 hartree. The HOMO-LUMO gap is 9.546 eV. The total energy comes out at -748.8672 hartree.

The geometry in XYZ format:
```
28
Properties=species:S:1:pos:R:3:forces:R:3:lowdin_charge:R:1
C -3.449 -2.884 1.636 0.3 0.0 0.1 -0.105
C -1.980 -2.539 1.431 -0.1 0.0 0.1 -0.347
N -1.816 -1.704 0.254 0.2 -0.1 -0.3 -0.277
P -0.549 -0.603 0.003 0.2 -0.5 0.2 0.784
C 0.940 -1.463 0.718 -0.5 0.3 -0.2 -0.262
O -0.745 0.356 1.332 0.2 0.0 0.3 -0.322
H -3.568 -3.487 2.532 -0.1 -0.1 0.1 0.067
H -4.037 -1.975 1.740 -0.1 0.1 0.0 0.071
H -3.830 -3.446 0.786 -0.1 -0.1 -0.1 0.067
H -1.612 -1.966 2.286 0.0 -0.1 0.0 0.100
H -1.393 -3.467 1.361 0.0 0.1 0.1 0.107
H -2.128 -2.155 -0.593 -0.1 0.1 -0.1 0.063
H 1.102 -2.415 0.213 0.0 0.0 0.0 0.031
H 1.811 -0.828 0.561 0.1 0.0 0.0 0.018
H 0.806 -1.617 1.789 0.0 -0.1 0.0 0.031
H -1.335 1.096 1.181 -0.1 0.1 -0.2 0.036
C 1.130 3.301 -0.372 0.0 0.1 0.2 0.024
C 1.722 2.554 -1.289 0.0 -0.1 -0.2 -0.444
C 0.961 1.895 -2.399 0.0 0.1 0.1 -0.098
C 3.195 2.292 -1.287 0.0 0.0 0.1 -0.075
H 0.067 3.479 -0.381 -0.2 0.0 -0.1 0.053
H 1.682 3.765 0.429 0.2 0.1 0.1 0.055
H 1.357 2.205 -3.365 0.0 0.0 -0.1 0.078
H 1.058 0.813 -2.326 0.0 -0.1 -0.1 0.049
H -0.095 2.148 -2.353 -0.1 0.0 0.0 0.068
H 3.680 2.763 -0.437 0.1 0.0 0.1 0.073
H 3.378 1.217 -1.245 0.1 -0.1 0.0 0.076
H 3.649 2.666 -2.204 0.1 0.0 -0.1 0.079
```
Forces are in eV/Å.

=====

No. 5
The following is a DFT calculation (ωB97M-V with the def2-TZVPD basis set) of a structure of composition C9H36N19NiO12 at a distorted geometry.

For the HOMO energy (alpha / beta), the calculation gives -3.9783 / -8.4812 eV. Its spin multiplicity is 4. As for the energy above the lowest of the compared OMol25 structures with the same formula, charge and spin: 0.0 kcal/mol. The calculation puts the LUMO energy (alpha / beta) at 0.0004 / -0.0004 hartree. The HOMO-LUMO gap (alpha / beta) is 3.988 / 8.470 eV. The total energy comes out at -3816.0877 hartree.

The geometry in XYZ format:
```
77
Properties=species:S:1:pos:R:3:forces:R:3:lowdin_charge:R:1
Ni 3.065 -1.861 0.882 -0.2 -0.4 -0.1 0.687
N 0.448 0.159 0.746 1.2 -2.3 -1.3 -0.611
O -0.470 -0.191 0.051 -2.4 -1.7 -2.3 0.000
O 1.570 -0.342 0.649 1.4 -0.4 -0.3 -0.066
O 0.254 1.040 1.499 -0.2 4.3 3.9 -0.007
C -0.310 4.279 3.510 -6.3 3.3 -2.1 -0.779
O -1.166 5.088 3.937 1.3 -0.8 -0.6 -0.003
N 0.662 3.829 4.140 5.0 -1.6 4.9 0.174
N -0.301 3.709 2.309 -0.9 -0.5 -4.0 0.145
H 1.321 3.296 3.590 0.4 0.1 1.2 0.128
H 0.655 4.118 5.108 1.0 -0.6 0.0 0.138
H 0.095 2.789 2.175 -0.2 0.3 0.1 0.042
H -0.901 4.000 1.551 -0.3 0.0 0.7 0.099
C 0.641 -4.122 0.788 3.1 1.6 -1.2 -0.766
O 1.505 -3.258 0.902 -0.2 1.6 -0.7 -0.090
N 0.046 -4.488 -0.309 -1.5 0.6 -3.9 0.195
N 0.490 -4.942 1.723 -1.3 -4.5 6.3 0.193
H -0.345 -5.414 -0.404 0.3 0.3 -0.1 0.119
H 0.501 -4.058 -1.102 -0.5 -0.1 -0.5 0.101
H 1.140 -4.943 2.496 -0.3 0.3 0.0 0.139
H -0.200 -5.679 1.701 0.2 0.2 0.1 0.123
C 1.696 2.895 -1.978 0.7 -3.6 -1.2 -0.775
O 2.375 1.958 -2.392 0.9 -0.2 1.0 0.017
N 1.375 3.841 -2.804 -1.2 3.8 -3.7 0.151
N 1.059 2.990 -0.841 -0.7 -0.2 2.8 0.202
H 1.498 3.591 -3.775 0.3 0.2 0.1 0.120
H 0.518 4.354 -2.650 0.3 0.2 0.0 0.102
H 0.321 3.680 -0.833 0.1 -0.4 0.9 0.108
H 1.086 2.202 -0.210 -0.3 0.4 0.1 0.080
C -2.610 -2.510 2.975 0.5 0.2 3.9 -0.734
O -1.833 -1.804 3.579 0.8 0.9 0.0 0.029
N -2.608 -2.718 1.692 -1.1 -1.1 -2.7 0.185
N -3.516 -3.250 3.719 -0.6 -0.4 -0.2 0.134
H -3.399 -3.287 1.427 0.5 0.2 -1.0 0.106
H -2.042 -2.189 1.044 -0.2 0.0 0.2 0.092
H -4.257 -3.810 3.322 0.3 0.1 0.1 0.085
H -3.357 -3.309 4.714 -0.1 0.2 -0.4 0.102
C -3.567 2.187 2.243 -2.9 -0.3 0.3 -0.770
O -4.597 2.817 2.103 -0.6 1.3 -0.3 0.024
N -3.359 1.460 3.324 0.6 -0.8 2.3 0.169
N -2.708 1.919 1.305 2.9 -0.2 -3.3 0.169
H -2.502 0.928 3.369 -0.5 -0.3 0.8 0.093
H -4.117 1.474 3.992 0.7 -0.2 0.2 0.118
H -2.831 2.238 0.354 -0.2 0.4 0.7 0.063
H -1.917 1.314 1.476 0.0 0.2 -0.1 0.064
C -0.932 -2.645 -2.428 4.2 3.7 0.1 -0.770
O 0.252 -2.253 -2.642 -1.9 -0.9 0.4 -0.011
N -1.791 -2.011 -1.690 -1.1 2.9 2.8 0.189
N -1.443 -3.708 -2.890 -1.9 -5.6 -3.5 0.168
H -2.782 -2.199 -1.632 0.4 0.0 0.0 0.122
H -1.354 -1.342 -1.073 -0.3 0.5 0.2 0.057
H -2.428 -3.836 -2.706 0.3 -0.3 -0.3 0.118
H -1.113 -4.019 -3.792 0.0 -0.3 0.2 0.131
C 4.829 0.584 0.226 -1.1 -3.4 2.5 -0.727
O 4.315 -0.301 0.927 0.2 0.5 0.6 -0.124
N 4.330 1.755 0.061 -1.7 2.8 -0.2 0.222
N 5.985 0.401 -0.320 3.9 0.1 -2.7 0.188
H 4.735 2.314 -0.676 -0.9 0.4 0.3 0.124
H 3.403 1.856 0.451 0.0 0.5 -0.6 0.119
H 6.654 -0.336 -0.149 -0.7 0.1 0.3 0.133
H 6.280 1.183 -0.886 0.7 -0.5 0.0 0.116
C 3.729 -1.860 -2.330 0.6 0.5 0.4 -0.644
O 3.349 -1.810 -1.174 -0.9 0.0 0.4 -0.039
N 5.035 -1.817 -2.645 1.7 -0.2 -1.6 0.164
N 2.949 -1.926 -3.420 -0.8 -0.1 -0.4 0.179
H 5.834 -1.558 -2.084 -0.8 -0.2 0.4 0.094
H 5.180 -1.755 -3.643 0.5 0.1 0.3 0.095
H 3.347 -2.055 -4.339 -0.2 0.2 0.4 0.107
H 1.988 -1.626 -3.337 -0.2 -0.5 0.1 0.075
C -4.150 2.081 -2.198 2.2 0.9 1.1 -0.815
O -5.054 1.517 -1.722 -3.4 -3.1 1.7 0.109
N -4.226 2.921 -3.169 -1.0 2.6 -4.0 0.164
N -2.906 2.110 -1.694 2.8 -1.2 1.8 0.140
H -5.158 3.027 -3.543 0.4 0.6 -0.3 0.128
H -3.441 3.543 -3.298 -0.9 0.2 -0.5 0.111
H -2.709 1.358 -1.049 0.2 -0.1 -0.3 0.083
H -2.113 2.424 -2.233 -0.2 -0.3 0.0 0.100
```
Forces are in eV/Å.

=====

No. 6
The following is a DFT calculation (ωB97M-V with the def2-TZVPD basis set) of a cluster of 2 separate species, C2HF3N in total at a distorted geometry.

For the HOMO energy, the calculation gives -17.2755 eV. As for the energy above the lowest of the compared OMol25 structures with the same formula, charge and spin: 20.0 kcal/mol. The calculation puts the LUMO energy at -0.2590 hartree. The HOMO-LUMO gap is 10.227 eV. Its charge is +1. The total energy comes out at -430.7787 hartree.

The geometry in XYZ format:
```
7
Properties=species:S:1:pos:R:3:forces:R:3:lowdin_charge:R:1
C 2.304 -0.103 0.017 0.3 0.0 0.0 0.007
C -1.688 0.079 -0.017 0.4 -0.2 0.1 -0.376
N 1.170 -0.156 0.086 -1.2 0.1 0.0 0.081
F -1.616 1.299 0.242 0.0 -1.1 -0.3 0.404
F -1.716 -0.314 -1.203 0.1 0.4 1.1 0.403
F -1.818 -0.747 0.914 0.1 0.8 -0.9 0.402
H 3.364 -0.057 -0.038 0.3 0.0 0.0 0.079
```
Forces are in eV/Å.